{"formula": "C4H24N2O6S", "method": "ωB97M-V/def2-TZVPD", "elements": ["C", "H", "S", "H", "N", "H", "O", "H", "O", "H", "H", "C", "H", "O", "O", "H", "H", "H", "N", "H", "H", "H", "H", "H", "O", "C", "C", "H", "H", "O", "H", "H", "H", "H", "H", "H", "H"], "coordinates": [[-0.563335, -2.714902, -2.545565], [-0.341038, -0.404894, 4.609989], [-0.423589, -4.412096, -2.179541], [-3.379171, 0.784834, -0.518146], [-0.624770, -1.663507, -0.099611], [2.294998, 0.414755, 0.277372], [2.934689, 0.178523, 1.059413], [-4.182578, 0.117985, -1.683407], [-3.453199, -0.075251, -0.957838], [-0.869584, -3.975210, -0.914895], [-1.576469, -2.361596, -2.783639], [-0.368798, -0.164096, -2.028367], [-0.015052, -1.297458, 0.671096], [2.397415, -0.648079, 3.328060], [-0.747793, 0.828279, 1.804552], [2.291154, -1.150681, 2.512605], [-1.649235, -1.351238, 0.134129], [-0.459132, 0.284553, 2.450130], [0.405204, 0.704563, -1.034194], [0.995168, -1.892189, -1.194466], [0.322923, 2.798325, -1.031819], [0.240408, 4.939594, 1.421565], [2.662216, 0.065507, 2.951957], [0.877561, -0.960938, 3.818771], [0.155164, 4.581365, 0.586682], [0.784183, 1.961332, -1.655270], [-0.006208, -1.625944, -1.515117], [3.859555, 0.613951, 0.900787], [0.132793, -2.558920, -3.443220], [-0.059677, -0.822985, 3.871647], [-0.028557, 0.101659, -2.948265], [-0.669673, 4.012815, 0.628086], [-1.693157, 0.510404, 1.869458], [0.354849, 2.377484, -2.615606], [-1.425974, -0.048132, -2.126909], [1.860447, 2.008758, -1.532419], [-0.031752, 0.843448, -0.088002]], "forces_ev_per_angstrom": [[1.584, 3.336, -1.291], [-0.880, 1.948, 3.647], [-0.709, -0.136, 2.402], [0.040, 0.383, 0.266], [-1.427, -0.556, 0.644], [1.499, -0.428, 1.561], [1.240, 1.785, -2.539], [1.775, -0.484, 1.903], [-1.820, 0.107, -2.051], [0.424, -1.269, -0.648], [0.170, -0.487, -0.184], [2.212, -1.769, 4.168], [-0.751, -0.469, -1.553], [-2.017, -7.829, 3.675], [-3.403, 2.230, -3.117], [0.044, -0.571, 0.077], [2.595, -0.517, -1.458], [2.626, -2.885, 3.878], [-1.548, -0.495, -1.026], [0.622, 0.613, -0.968], [1.079, -0.795, -0.282], [0.222, 1.120, 2.831], [2.625, 7.913, -3.349], [1.095, 0.506, 0.531], [-1.620, -1.947, -2.757], [-1.248, 2.770, 1.796], [-3.028, 0.198, 1.495], [-2.866, -1.136, 0.004], [-1.234, 0.080, 0.859], [-1.015, -2.409, -3.659], [1.635, 0.386, -2.795], [1.348, 0.836, -0.004], [0.717, 1.007, -0.855], [0.703, -1.644, 0.350], [-0.907, 0.090, 0.875], [0.300, 0.752, -0.836], [-0.080, -0.233, -1.589]], "nbo_charge": [-0.58, 0.46, -0.08, 0.34, -0.93, 0.53, -1.03, 0.39, -1.32, 0.18, 0.22, -0.26, 0.37, -0.93, -1.07, 0.49, 0.40, 0.47, -0.73, 0.20, 0.20, 0.46, 0.47, 0.49, -0.98, -0.48, -0.03, 0.48, 0.21, -1.00, 0.17, 0.46, 0.43, 0.20, 0.22, 0.17, 0.42], "s_squared": 0.750, "multiplicity": 2, "max_force_ha_per_bohr": 0.175, "charge": -1, "homo_lumo_gap_ev": [2.3, 8.0], "total_energy_ev": -30633.8698, "e_lumo_ev": [2.604, 2.511]}